2 unconnected molecules or ions with the total composition H4S2. Source: the OMol25 dataset; level of theory: wB97M-V/def2-TZVPD.

Bonds (Å) are listed after each position.
Atoms and positions in Å:
1 S -1.128 2.177 0.809  H4 1.346, H6 1.346
2 S 0.368 -1.565 -1.421  H3 1.346, H5 1.346
3 H 0.446 -2.658 -0.640  S2 1.346
4 H -0.598 0.998 1.184  S1 1.346
5 H 1.625 -1.733 -1.871  S2 1.346
6 H -0.713 2.781 1.938  S1 1.346

Energy above the lowest of the compared OMol25 structures with the same formula, charge and spin, eV: 0.028
Orbital gap, eV: 10.46
LUMO level, eV: 0.786